1.
{"formula": "C28H33FN4O5", "method": "ωB97M-V/def2-TZVPD", "species": ["C", "C", "C", "C", "C", "N", "C", "O", "C", "C", "C", "C", "C", "O", "C", "C", "C", "N", "C", "O", "C", "C", "C", "O", "N", "C", "C", "C", "C", "O", "N", "C", "C", "C", "C", "C", "C", "F", "H", "H", "H", "H", "H", "H", "H", "H", "H", "H", "H", "H", "H", "H", "H", "H", "H", "H", "H", "H", "H", "H", "H", "H", "H", "H", "H", "H", "H", "H", "H", "H", "H"], "positions_angstrom": [[4.36, 3.49, 0.24], [3.37, 3.24, 1.37], [3.19, 1.75, 1.75], [4.53, 1.04, 1.97], [2.36, 1.67, 3.04], [2.40, 1.08, 0.73], [2.79, 0.52, -0.42], [3.93, 0.41, -0.84], [1.61, -0.10, -1.22], [0.49, 0.88, -1.51], [0.73, 2.25, -1.53], [-0.30, 3.13, -1.76], [-1.60, 2.68, -1.97], [-2.55, 3.63, -2.13], [-3.90, 3.22, -2.23], [-1.83, 1.31, -2.00], [-0.79, 0.42, -1.78], [1.13, -1.31, -0.53], [0.30, -1.23, 0.53], [-0.08, -0.15, 0.98], [-0.12, -2.54, 1.15], [-1.03, -2.33, 2.37], [-2.49, -2.17, 1.96], [-3.32, -3.02, 2.16], [-2.74, -0.98, 1.34], [-3.96, -0.60, 0.84], [-5.21, -1.28, 0.89], [-6.06, -0.45, 0.24], [-7.51, -0.54, -0.06], [-5.39, 0.64, -0.18], [-4.08, 0.54, 0.20], [1.66, -2.53, -1.01], [3.00, -2.84, -0.82], [3.53, -4.01, -1.32], [2.73, -4.90, -2.02], [1.39, -4.61, -2.23], [0.88, -3.43, -1.73], [-0.42, -3.14, -1.95], [4.15, 2.86, -0.62], [5.38, 3.30, 0.56], [4.29, 4.53, -0.08], [2.39, 3.63, 1.09], [3.70, 3.78, 2.26], [5.07, 0.96, 1.03], [5.13, 1.60, 2.68], [4.36, 0.04, 2.36], [1.42, 2.21, 2.92], [2.91, 2.11, 3.87], [2.14, 0.64, 3.28], [1.40, 1.08, 0.90], [2.04, -0.45, -2.17], [1.73, 2.62, -1.37], [-0.12, 4.20, -1.77], [-4.48, 4.14, -2.24], [-4.18, 2.61, -1.37], [-4.08, 2.66, -3.15], [-2.82, 0.91, -2.18], [-1.00, -0.63, -1.81], [0.78, -3.08, 1.45], [-0.65, -3.16, 0.42], [-0.97, -3.21, 3.02], [-0.70, -1.45, 2.92], [-1.97, -0.33, 1.20], [-5.40, -2.23, 1.35], [-7.90, -1.48, 0.31], [-7.67, -0.48, -1.14], [-8.04, 0.28, 0.41], [3.63, -2.13, -0.29], [4.58, -4.23, -1.17], [3.14, -5.81, -2.42], [0.75, -5.27, -2.79]], "lowdin_charge": [-0.09, -0.19, -0.53, -0.03, -0.03, 0.15, -0.46, 0.05, -0.10, -0.18, -0.02, 0.01, -0.27, -0.08, -0.08, -0.01, -0.02, 0.06, -0.40, 0.03, -0.06, -0.08, -0.46, 0.08, 0.18, -0.28, 0.06, -0.31, 0.00, -0.01, 0.11, -0.16, 0.02, -0.07, -0.07, 0.00, -0.21, 0.08, 0.06, 0.07, 0.07, 0.11, 0.11, 0.07, 0.09, 0.09, 0.09, 0.09, 0.08, 0.11, 0.17, 0.11, 0.12, 0.09, 0.07, 0.10, 0.10, 0.11, 0.14, 0.13, 0.12, 0.12, 0.12, 0.10, 0.09, 0.09, 0.09, 0.12, 0.11, 0.11, 0.12], "homo_energy_ev": -8.1348, "de_lowest_ev": 0.230, "charge": 0, "total_energy_ev": -48487.800}

2.
{"formula": "C28H33N3NdO4SSb", "method": "ωB97M-V/def2-TZVPD", "species": ["Nd", "N", "C", "C", "O", "N", "C", "C", "O", "O", "H", "H", "H", "H", "H", "H", "C", "C", "C", "C", "O", "H", "H", "H", "H", "H", "H", "H", "H", "H", "S", "Sb", "C", "C", "C", "C", "C", "C", "C", "C", "C", "C", "C", "C", "C", "C", "C", "C", "C", "C", "H", "H", "H", "H", "H", "H", "H", "H", "H", "H", "H", "H", "H", "H", "H", "C", "C", "N", "H", "H", "H"], "positions_angstrom": [[1.26, 1.50, 0.49], [3.73, 1.38, 1.14], [3.68, 0.68, 2.43], [2.79, 1.50, 3.39], [3.05, 1.48, 4.61], [1.89, 2.25, 2.72], [1.06, 3.15, 3.44], [0.25, 3.85, 2.33], [-0.08, 3.01, 1.35], [0.14, 5.10, 2.22], [4.34, 0.88, 0.47], [4.01, 2.34, 1.24], [4.65, 0.54, 2.92], [3.27, -0.31, 2.22], [1.64, 3.88, 4.01], [0.39, 2.73, 4.24], [-2.15, 2.66, -1.30], [-0.78, 2.52, -1.96], [-0.96, 2.07, -3.44], [-0.07, 3.87, -1.90], [-0.01, 1.51, -1.32], [-2.78, 3.26, -1.94], [-2.04, 3.10, -0.32], [-2.61, 1.70, -1.20], [-1.35, 2.88, -4.04], [-1.63, 1.22, -3.51], [0.02, 1.81, -3.85], [-0.55, 4.59, -2.54], [1.64, 4.03, -3.20], [-0.09, 4.20, -0.85], [1.97, -1.43, -0.30], [-0.11, -2.28, -0.04], [-0.10, -4.12, 0.99], [-1.06, -4.43, 1.93], [-0.96, -5.62, 2.64], [0.09, -6.51, 2.40], [1.00, -6.21, 1.39], [0.93, -5.02, 0.67], [-1.10, -2.47, -1.89], [-0.82, -1.51, -2.87], [-1.51, -1.51, -4.09], [-2.41, -2.51, -4.35], [-2.78, -3.43, -3.37], [-2.11, -3.40, -2.13], [-1.22, -1.07, 1.17], [-0.64, -0.60, 2.34], [-1.32, 0.30, 3.12], [-2.57, 0.76, 2.69], [-3.15, 0.31, 1.51], [-2.49, -0.63, 0.72], [-1.89, -3.74, 2.15], [-1.71, -5.87, 3.40], [0.11, -7.43, 2.96], [1.78, -6.91, 1.22], [1.67, -4.78, -0.06], [-0.12, -0.69, -2.67], [-1.27, -0.82, -4.89], [-2.90, -2.44, -5.32], [-3.59, -4.12, -3.57], [-2.47, -4.06, -1.35], [0.38, -0.91, 2.58], [-0.88, 0.69, 4.03], [-3.03, 1.60, 3.24], [-4.08, 0.81, 1.19], [-2.96, -0.99, -0.23], [3.50, 2.77, -2.19], [2.15, 3.00, -1.54], [1.33, 3.71, -2.27], [3.71, 1.72, -2.36], [4.33, 3.14, -1.59], [3.59, 3.31, -3.16]], "lowdin_charge": [1.60, -0.12, -0.20, -0.56, -0.01, -0.14, -0.17, -0.55, -0.29, 0.01, 0.09, 0.09, 0.12, 0.07, 0.12, 0.12, -0.02, -0.65, -0.03, -0.12, -0.44, 0.08, 0.08, 0.06, 0.07, 0.06, 0.08, 0.13, 0.16, 0.12, 0.00, 1.25, -0.35, -0.12, -0.08, -0.07, -0.07, -0.11, -0.34, -0.11, -0.09, -0.09, -0.07, -0.12, -0.41, -0.17, -0.07, -0.05, -0.08, -0.09, 0.11, 0.11, 0.10, 0.10, 0.08, 0.08, 0.11, 0.11, 0.10, 0.10, 0.10, 0.11, 0.13, 0.12, 0.12, -0.10, -0.20, -0.01, 0.07, 0.07, 0.07], "spin_multiplicity": 4, "homo_energy_ev": [-7.9598, -7.9738], "de_lowest_ev": 0.000, "charge": 0, "total_energy_ev": -74883.242}

3.
{"formula": "C28H33N3O2", "method": "ωB97M-V/def2-TZVPD", "species": ["C", "C", "C", "C", "C", "C", "C", "C", "N", "N", "C", "O", "C", "C", "C", "C", "O", "C", "C", "C", "N", "C", "C", "C", "C", "C", "C", "C", "C", "C", "C", "C", "C", "H", "H", "H", "H", "H", "H", "H", "H", "H", "H", "H", "H", "H", "H", "H", "H", "H", "H", "H", "H", "H", "H", "H", "H", "H", "H", "H", "H", "H", "H", "H", "H", "H"], "positions_angstrom": [[7.11, -0.06, 2.14], [6.72, -0.64, 0.79], [7.06, 0.32, -0.37], [6.09, 1.46, -0.41], [4.94, 1.39, -1.20], [4.03, 2.43, -1.16], [4.30, 3.52, -0.35], [5.47, 3.51, 0.39], [6.34, 2.51, 0.37], [5.30, -0.95, 0.80], [4.75, -1.79, -0.12], [5.43, -2.46, -0.88], [3.26, -1.84, -0.12], [2.48, -1.54, 0.98], [1.10, -1.59, 0.91], [0.47, -1.93, -0.28], [-0.87, -2.01, -0.48], [-1.78, -1.65, 0.55], [-1.88, -0.13, 0.70], [-2.48, 0.49, -0.56], [-3.79, -0.07, -0.81], [-4.54, 0.67, -1.81], [-5.32, 1.82, -1.16], [-6.32, 1.27, -0.19], [-7.63, 1.02, -0.59], [-8.54, 0.46, 0.29], [-8.15, 0.14, 1.57], [-6.85, 0.38, 1.98], [-5.94, 0.94, 1.10], [-3.68, -1.49, -1.08], [-3.14, -2.21, 0.16], [1.26, -2.25, -1.39], [2.63, -2.21, -1.31], [6.76, -0.70, 2.95], [8.19, 0.03, 2.21], [6.68, 0.94, 2.26], [7.24, -1.59, 0.62], [8.07, 0.70, -0.22], [7.01, -0.24, -1.30], [4.76, 0.52, -1.82], [3.13, 2.40, -1.76], [3.63, 4.36, -0.30], [5.74, 4.33, 1.04], [4.70, -0.29, 1.26], [2.94, -1.30, 1.93], [0.53, -1.36, 1.80], [-1.46, -2.11, 1.50], [-0.90, 0.31, 0.89], [-2.53, 0.08, 1.56], [-1.79, 0.31, -1.41], [-2.58, 1.57, -0.42], [-5.26, -0.01, -2.28], [-3.88, 1.06, -2.61], [-5.82, 2.39, -1.95], [-4.62, 2.48, -0.64], [-7.94, 1.27, -1.60], [-9.55, 0.28, -0.03], [-8.86, -0.30, 2.26], [-6.54, 0.13, 2.98], [-4.93, 1.13, 1.42], [-3.01, -1.70, -1.94], [-4.68, -1.88, -1.31], [-3.06, -3.28, -0.05], [-3.83, -2.06, 0.98], [0.76, -2.53, -2.31], [3.24, -2.47, -2.16]], "lowdin_charge": [-0.05, -0.35, -0.08, -0.30, -0.02, -0.06, -0.07, -0.14, 0.11, 0.09, -0.46, 0.07, -0.15, -0.02, -0.01, -0.25, -0.02, -0.32, -0.11, -0.18, -0.18, -0.19, -0.13, -0.24, -0.05, -0.09, -0.10, -0.09, -0.05, -0.18, -0.10, 0.01, -0.01, 0.08, 0.08, 0.06, 0.15, 0.12, 0.12, 0.11, 0.11, 0.10, 0.10, 0.13, 0.11, 0.11, 0.15, 0.11, 0.12, 0.13, 0.12, 0.12, 0.12, 0.11, 0.11, 0.11, 0.10, 0.10, 0.10, 0.10, 0.13, 0.12, 0.12, 0.12, 0.12, 0.12], "homo_energy_ev": -8.5745, "de_lowest_ev": 0.013, "charge": 0, "total_energy_ev": -38138.045}